Record 1
ORCA calculation (wB97M-V/def2-TZVPD) on a cluster of 11 separate species, C23H51N5O28 in total at a distorted geometry.

Last column: Löwdin charge in e.
Cartesian coordinates (Å):
H  -7.2481  0.0889  5.0776  0.095
O  6.1123  -1.8446  -1.6176  0.076
H  6.3375  -4.7508  -5.2322  0.095
O  -0.5847  3.4933  5.4923  0.001
C  -1.4693  -5.5354  2.1129  -0.559
O  -0.1034  -5.3619  2.2349  -0.031
C  -6.1737  2.0287  -2.3087  0.029
C  2.1080  3.1171  -2.2434  0.054
N  -2.6715  5.4275  -2.1877  -0.443
H  -4.0777  -0.3737  -4.2092  0.077
H  -1.6992  2.9519  7.2217  0.091
O  6.3425  1.1363  1.7761  0.001
H  6.3121  0.3238  -3.8572  0.099
C  -2.4778  1.5184  -1.6336  -0.037
O  -2.7955  4.6647  -3.0964  0.085
C  -3.5950  0.8451  1.8904  -0.049
H  5.1823  -0.8118  -4.3116  0.100
O  -3.1770  5.2991  -1.0651  0.036
O  4.5463  -0.3955  -1.9294  0.020
C  6.0142  -5.6298  -4.6727  -0.049
C  -3.2402  -6.5119  3.3457  -0.035
H  5.6838  2.8262  0.6545  0.084
O  -5.8922  0.2002  -0.8583  0.056
C  -4.3811  -1.4144  -4.1014  0.027
C  0.6010  -4.8384  1.1029  -0.051
H  4.6572  -2.5714  2.3832  0.103
H  5.4275  -6.2489  -5.3506  0.099
O  4.1562  0.9271  1.0002  0.093
C  -6.5979  0.8555  5.4996  -0.050
H  1.0124  -1.4185  -0.1201  0.097
H  -2.8623  2.5199  -1.8284  0.065
H  1.6212  0.0210  0.8689  0.092
H  -7.0421  2.6508  -2.5203  0.100
H  -3.8383  -5.8496  3.9738  0.096
H  -3.9881  -1.7079  -3.1270  0.095
H  -3.7740  -2.0445  -4.7494  0.100
O  -6.4170  -0.5473  -4.7276  0.066
N  5.5634  -1.0035  -2.3206  -0.388
C  4.4155  -4.3395  -3.5207  -0.616
H  -2.9745  1.2493  -0.7031  0.063
O  -6.4201  -2.2194  -3.3397  0.065
H  -3.8670  -6.5952  2.4582  0.097
N  -5.8682  -1.3835  -4.0614  -0.434
H  2.5225  -0.4904  -0.4896  0.057
H  -0.1443  2.2108  7.0092  0.091
H  -3.0022  -0.0204  2.1932  0.095
H  -4.1233  0.4241  1.0337  0.079
C  -0.6843  3.1506  6.8827  -0.042
H  -0.2316  3.8329  7.6020  0.094
H  -0.9240  6.1055  -1.3896  0.104
O  -5.7523  1.4374  4.5178  0.005
H  4.0242  -1.8460  0.9637  0.077
H  6.9130  -6.1683  -4.3768  0.097
N  2.3034  4.4848  -2.8480  -0.411
H  2.5353  -2.6959  -2.8837  0.099
O  -2.1351  -5.0603  1.1792  0.090
N  -6.5562  0.7196  -1.7562  -0.419
H  -2.8782  0.9446  -2.4701  0.082
H  2.0302  2.4060  -3.0630  0.106
H  2.2574  3.6207  2.5015  0.103
O  -4.3771  1.3709  2.9381  0.047
O  -5.0671  -0.6052  3.8355  0.100
O  3.8767  -3.8744  -4.5059  0.110
C  5.1827  0.4807  1.4845  -0.553
H  2.9093  2.8608  -1.5534  0.092
O  -1.2090  -0.1128  0.1754  0.136
C  6.0857  -0.7309  -3.7056  0.060
H  0.1230  -5.1281  0.1694  0.092
H  -3.3031  -7.4611  3.8765  0.092
C  2.9755  -3.1916  -2.0172  -0.041
H  2.1128  -3.8042  -1.7455  0.093
O  0.4006  3.4346  3.5335  0.012
O  1.6230  2.9145  5.3761  0.130
O  5.3524  -0.7499  1.9629  0.002
H  7.3852  2.5168  0.7182  0.093
H  -2.0776  7.3749  -1.8447  0.102
H  0.6449  -3.7511  1.1888  0.081
H  -2.8327  1.4954  1.4652  0.081
H  6.4896  3.1746  2.1537  0.096
H  -1.0728  6.6043  -3.0857  0.093
O  1.3373  5.1679  -3.1262  0.049
O  -1.0549  1.4462  -1.5069  -0.010
H  -6.1038  0.4584  6.3850  0.096
C  0.5759  3.2108  4.8544  -0.560
H  -7.2774  1.6613  5.7760  0.092
O  5.3922  -5.2404  -3.4698  0.015
H  -5.6656  2.6771  -1.5950  0.096
H  6.8830  -1.4053  -4.0026  0.100
H  3.3485  -1.2614  2.4957  0.103
O  0.7307  0.4078  -0.9075  -0.006
H  3.1095  -2.4603  -1.2248  0.053
C  1.5031  -0.4452  -0.1101  -0.050
C  4.2500  -1.6333  2.0119  -0.029
O  3.4594  4.9467  -2.8132  0.038
C  -1.6175  6.4395  -2.1583  0.025
O  -7.6125  0.2776  -2.1831  0.067
C  -0.5784  0.4470  -0.6904  -0.553
H  -5.5952  1.9159  -3.2238  0.097
H  1.7736  2.0292  3.0067  0.093
C  1.3814  2.9994  2.6899  -0.097
C  6.4763  2.4770  1.3175  -0.047
O  4.1707  -3.9071  -2.3069  0.010
C  -5.0325  0.6249  3.7611  -0.623
H  1.2196  3.1445  -1.6147  0.084
O  -1.8759  -6.1346  3.1873  0.035
H  0.9452  2.6998  1.7352  0.089
H  1.6236  -5.1645  1.2874  0.093

Results
HOMO (eV): -10.271
Relative energy (zero: lowest compared OMol25 entry of this formula, charge and spin) (kcal/mol): 72.5

=====

Record 2
ORCA calculation (wB97M-V/def2-TZVPD) on a cluster of 4 separate species, C23H52B2NO14 in total at a distorted geometry.

Last column: Löwdin charge in e.
Cartesian coordinates (Å):
C  5.2636  -5.9860  -8.8657  -0.260
H  -4.2485  1.5080  3.1545  0.092
H  -2.4968  1.6984  3.3670  0.065
C  0.3624  3.3232  3.9306  -0.184
O  5.6186  -4.6156  -9.0399  -0.007
O  3.0794  -3.5782  -6.5041  -0.119
H  1.1346  0.7338  1.2006  0.067
H  6.3921  -6.2711  -6.9487  0.081
H  4.3313  -0.7645  -0.2604  0.090
H  3.7553  0.9349  -0.2010  0.089
H  2.2550  -4.3463  -1.5431  0.129
C  1.7392  -3.4002  -1.3598  -0.176
H  -1.8559  2.4373  5.8462  0.121
O  5.8372  -3.1388  -7.1115  0.071
H  1.3061  -3.7031  -5.4162  0.120
H  -0.3366  0.9821  0.2541  0.097
N  -1.4055  -6.3365  -8.3500  0.130
O  -0.7518  5.2735  1.8484  -0.204
H  -6.3047  4.0892  8.2087  0.126
O  -6.0602  2.2421  7.2991  -0.203
H  -2.0424  -2.7306  -1.3182  0.090
H  -1.5296  7.1614  1.5041  0.087
B  4.9792  -3.7593  -8.0903  -0.430
H  2.5363  4.7789  1.9218  0.127
O  -4.2207  4.6633  6.7595  -0.130
H  0.3601  -1.2465  -2.1434  0.118
H  -5.4186  3.7937  5.2926  0.121
H  3.0825  -2.2552  -8.2372  0.097
H  -5.9702  2.1539  9.3629  0.087
H  -0.5204  1.3643  3.9435  0.109
H  0.4915  3.2224  5.0120  0.125
H  1.2708  3.6646  1.4380  0.122
C  -6.4022  3.6190  7.2236  -0.202
C  1.3431  -1.3651  -2.6032  -0.173
H  -2.0577  -1.7111  0.1308  0.079
H  0.7464  6.3702  2.7729  0.126
H  -2.4901  3.9852  7.5249  0.127
H  4.2334  -6.1503  -9.2638  0.120
H  -2.6586  5.9303  2.1141  0.084
H  3.3926  -0.1899  1.1291  0.082
H  4.5439  -6.2523  -6.7458  0.083
H  -2.0158  -3.4797  0.3125  0.087
O  0.0459  -4.3975  -8.1276  0.046
C  0.2065  1.9311  3.3471  -0.206
H  0.8708  6.1801  0.9982  0.127
H  5.8740  -3.7334  -6.3450  0.082
O  -3.6932  2.2137  4.9818  -0.194
C  0.6093  5.6748  1.9369  -0.198
C  2.3712  -0.4378  -1.9841  -0.183
C  -1.6411  6.3146  2.1896  -0.115
O  1.5360  3.9951  3.4789  -0.127
C  -5.5045  4.3391  6.2338  -0.180
H  -5.9683  5.3017  6.0010  0.126
H  -1.4714  6.6418  3.2220  0.088
C  -3.3161  3.5744  6.9383  -0.172
O  -0.2877  2.0014  2.0199  -0.210
H  -2.4622  3.8889  4.9951  0.118
H  -0.3986  -0.0469  1.7018  0.092
H  1.2352  -1.0903  -3.6556  0.132
H  -0.2630  -4.1073  -1.6734  0.129
H  0.4118  -4.4796  -0.0593  0.125
C  -2.7449  3.0457  5.6360  -0.200
H  3.3706  -0.7225  -2.3292  0.132
H  2.1644  0.5968  -2.2866  0.128
H  1.3871  -2.6039  -6.9699  0.120
B  3.3352  -3.4227  -7.9749  -0.596
H  -3.5422  3.1325  3.1274  0.091
H  5.3781  -7.6407  -7.4742  0.073
H  1.5217  -5.6839  -7.0565  0.165
H  -3.7691  2.7830  7.5369  0.120
H  -6.1528  0.6108  8.5098  0.088
H  1.1738  1.4157  3.3723  0.131
C  -6.4608  1.6563  8.5185  -0.115
O  2.3436  -4.4235  -8.5135  -0.006
C  3.5135  -0.1042  0.0482  -0.118
C  -3.4716  2.1394  3.5846  -0.082
C  1.6586  -3.5715  -6.4621  -0.146
H  -7.5488  1.7052  8.6343  0.086
C  -1.6671  -2.6362  -0.2935  -0.114
C  0.0511  0.8503  1.2632  -0.082
H  -7.4463  3.6864  6.8912  0.126
O  2.3037  -0.4974  -0.5624  -0.233
O  -0.2575  -2.5611  -0.2820  -0.214
C  1.3680  -4.6987  -7.5542  -0.300
O  1.7421  -2.7301  -2.6160  -0.125
C  0.3461  -3.7197  -0.8489  -0.195
H  2.3293  -2.8538  -0.6223  0.118
H  -0.5242  3.9381  3.7738  0.104
H  5.9839  -6.5766  -9.4916  0.114
C  1.5097  4.4690  2.1354  -0.176
C  -0.7256  -5.4777  -8.0363  -0.353
C  5.4078  -6.5180  -7.4062  -0.083

Results
HOMO (eV): -4.257
Net charge: -1

=====

Record 3
ORCA calculation (wB97M-V/def2-TZVPD) on the ion C23H52BN5O6P with charge +1 at a distorted geometry.

Last column: Löwdin charge in e.
Cartesian coordinates (Å):
H  4.9541  -1.7014  2.1622  0.124
H  -8.2439  -0.2191  0.4786  0.121
H  2.8193  3.3599  -1.8388  0.072
C  5.2195  2.3970  2.9629  -0.420
H  3.4346  -2.7033  -3.2095  0.131
C  3.1603  2.7756  4.2749  -0.209
N  3.2230  -3.5985  1.8462  0.133
H  -0.6566  -0.8298  -0.5530  0.105
C  1.5005  0.5620  -1.4686  -0.264
H  3.2062  -1.3690  -1.3119  0.123
C  -5.9639  2.2066  -0.4350  -0.203
H  -1.7443  1.1837  -0.6592  0.084
O  4.3227  1.0257  -2.3935  -0.173
H  1.9959  -4.0277  -0.6803  0.118
C  2.0746  0.1308  2.4208  -0.094
H  2.8968  -3.4564  2.8237  0.090
H  -0.7047  0.4143  -3.1018  0.112
C  2.1484  -1.7444  -1.0439  -0.241
H  -3.4687  2.9547  -0.7619  0.105
C  1.2606  1.4582  2.9107  -0.146
H  1.0929  -2.2559  0.8551  0.173
H  4.6467  -4.0355  -0.7564  0.071
H  4.4384  4.0855  1.5915  0.072
H  -7.3496  -4.1273  -1.9040  0.097
H  5.2775  4.6920  3.1319  0.098
H  3.1829  0.4248  2.5217  0.133
H  -5.8567  -3.7048  -0.8139  0.084
H  1.9566  1.8763  0.2768  0.130
C  2.1168  -3.2804  -1.5273  -0.107
H  -3.0972  2.5660  -2.5213  0.111
O  -7.6204  -2.4875  -0.6341  -0.230
O  2.5346  3.0495  -2.7353  -0.155
H  -5.4988  2.1982  -2.6812  0.118
H  -1.2266  -1.3398  -3.5151  0.119
O  5.9751  1.5202  2.4615  0.022
H  0.7766  1.2461  3.9292  0.126
H  6.2505  3.9457  1.7509  0.104
C  2.1699  0.7971  -0.0018  -0.078
P  2.6873  1.3376  -2.7653  0.669
H  -6.9617  2.6453  -0.7737  0.110
H  3.3130  0.6728  -0.0211  0.149
C  -6.5999  -1.4949  -0.3642  -0.249
H  5.0205  -2.5342  -1.4262  0.055
H  -3.0558  -1.3567  -1.7521  0.114
C  -6.9913  -3.7777  -0.8795  -0.111
H  -0.4444  -2.3265  -1.5865  0.132
H  1.7792  -0.6800  3.1810  0.160
H  -3.3907  -0.0574  -2.9839  0.119
C  -1.1550  -0.5472  -2.6996  -0.143
N  1.2045  -0.8584  -1.7719  -0.116
H  4.1531  -4.0403  1.9441  0.083
H  -5.9481  -1.7556  0.5428  0.126
H  -7.3948  -4.5188  -0.0962  0.100
H  -5.3180  0.4348  0.8628  0.092
C  2.1921  2.7548  3.0095  -0.185
H  0.5685  1.2359  -1.5041  0.136
H  1.4802  3.6520  3.1359  0.133
H  -6.7472  1.3966  1.4780  0.105
H  1.2450  -3.4575  -2.2584  0.121
H  0.3945  1.7178  2.1976  0.121
H  -5.8903  -1.4754  -1.2679  0.113
B  3.3586  -2.2335  1.2036  -0.519
C  1.9992  -1.6041  0.5755  -0.094
C  -6.2965  0.9468  0.5333  -0.207
H  -3.3608  0.4574  -0.1258  0.100
C  -7.3241  -0.0704  -0.1769  -0.149
C  -2.6622  -0.3462  -2.1412  -0.192
H  -5.4430  3.0244  0.1784  0.104
H  2.7186  2.9190  2.0158  0.079
C  5.2653  3.8601  2.3364  -0.019
N  1.6754  -0.2019  1.0153  -0.089
O  4.6458  -1.5969  1.2299  0.087
H  3.4462  3.8542  4.5698  0.124
C  -3.5373  2.1336  -1.5668  -0.197
C  3.4517  -3.5404  -2.4177  -0.239
C  -2.7664  0.8205  -1.0427  -0.217
N  4.7102  -3.4923  -1.6285  -0.005
H  -7.5990  0.4079  -1.1858  0.122
H  0.6357  -0.1210  0.9862  0.167
H  -5.2134  0.6102  -1.7988  0.081
C  -0.2204  -1.2113  -1.5447  -0.180
H  2.6009  2.3633  5.1922  0.134
H  4.5238  0.0670  -2.4822  0.074
H  3.4240  -4.5294  -2.9739  0.120
N  4.4081  1.9770  4.1082  -0.005
C  -5.0944  1.7413  -1.7046  -0.205
H  4.9645  1.9296  4.9726  0.138
O  2.3448  0.8793  -4.1791  -0.304

Results
HOMO (eV): -11.298
Net charge: +1

=====

Record 4
ORCA calculation (wB97M-V/def2-TZVPD) on a cluster of 10 separate species, C23H52ClN19O12 in total at a distorted geometry.

Last column: Löwdin charge in e.
Cartesian coordinates (Å):
C  0.0129  -2.5600  -1.7677  -0.028
O  1.5400  -1.1718  1.5184  -0.022
N  0.7743  4.0495  -5.1267  0.157
N  1.7093  4.1104  -0.3972  0.158
H  -2.1548  -5.3064  10.5764  0.099
N  2.1609  -1.7222  -0.9555  -0.036
N  -7.0296  -4.3304  0.3155  0.158
H  2.1095  2.3849  2.6848  0.088
C  -0.8499  -7.1536  -3.0870  -0.724
C  -2.7247  -2.4177  -2.3870  0.009
O  2.2984  -3.8531  -2.4116  -0.030
H  4.2964  1.6522  -1.3587  0.112
H  -1.2054  -9.0552  -3.6612  0.109
C  0.1693  6.1204  -8.1500  -0.700
H  5.4824  4.7922  -4.9484  0.101
C  5.0252  0.7278  -1.2772  -0.264
C  -1.7095  -1.1611  0.0514  0.070
N  1.0956  0.8398  4.3614  0.175
N  5.2650  4.2338  -4.1403  0.167
H  2.1270  6.3241  -7.7046  0.113
H  -1.6854  6.1595  -8.9440  0.113
O  -0.0893  3.9618  -1.7460  0.013
H  0.0123  3.9270  1.4228  0.086
C  1.6320  -2.8687  -1.7980  -0.206
H  -6.0125  -0.5744  -2.2989  0.117
H  -1.3625  3.8137  0.3643  0.098
O  1.2282  2.6319  5.7205  0.017
H  2.2030  3.7561  3.7501  0.105
C  -1.2012  -2.9621  -2.7933  0.008
H  -0.5176  7.0366  -9.8876  0.098
O  5.6458  0.5517  0.0444  -0.142
H  1.1375  -6.5627  -2.9099  0.098
C  4.2688  -0.5953  -1.8779  -0.134
H  -7.2100  -5.2845  0.5784  0.101
O  5.8822  3.1970  -2.2375  -0.008
N  -0.3629  3.9050  0.4896  0.160
H  4.9159  -1.1996  -2.6712  0.122
C  -5.7496  1.2747  -0.8570  -0.542
H  0.2483  1.6920  -4.5010  0.101
H  7.6714  4.8868  -4.2368  0.096
H  1.6714  7.1312  -9.1759  0.099
H  8.1270  4.0797  -2.7654  0.110
H  -7.6538  -4.5617  2.7204  0.099
O  0.1660  -0.9027  7.0640  0.009
H  -4.3798  -0.5200  0.4761  0.121
H  2.3108  4.1778  -1.2079  0.108
N  -2.4103  -3.6421  12.4179  0.151
H  -1.1073  -1.0508  9.1744  0.089
C  0.6438  -0.8739  8.1872  -0.709
H  3.3341  -0.1896  -2.5000  0.116
H  4.3146  3.9151  -4.0049  0.076
H  3.8724  -1.3365  0.3562  0.131
H  -2.4855  -2.8884  13.0885  0.113
N  -0.7350  6.4783  -9.0794  0.151
N  1.9498  2.7894  3.5919  0.140
H  5.9195  0.9694  -2.0303  0.117
C  -2.0590  -3.3118  11.1621  -0.696
N  1.2058  1.8579  -4.7611  0.160
H  -1.8494  -0.5510  1.0441  0.109
O  -2.0214  -6.8245  -2.9868  0.010
H  -1.7125  -4.1471  9.3581  0.118
C  -2.9643  -1.5566  -0.9811  -0.102
H  4.1658  -2.6818  -0.9655  0.138
H  -6.7090  1.7348  -1.3437  0.087
H  -6.7678  -4.1253  -0.6399  0.112
H  1.0939  4.9703  -5.3979  0.089
H  -0.1909  3.9227  -4.8730  0.104
H  1.2401  0.4004  3.4680  0.072
H  0.4884  -8.6788  -3.5487  0.096
N  -0.1076  -0.9595  9.2997  0.144
H  -3.6667  -2.6351  -3.0734  0.102
N  -7.4656  -3.6202  2.4199  0.154
O  2.8522  3.2373  -5.4416  -0.012
H  -5.1632  -1.9856  -0.5419  0.092
C  1.4128  2.1197  4.6277  -0.726
C  -4.4703  -1.0330  -0.5978  -0.212
C  -5.1432  -0.0267  -1.7121  -0.233
Cl  -4.4234  2.5464  -0.4725  0.419
H  -4.3671  0.3301  -2.5235  0.111
H  -0.0750  -5.3698  -2.5486  0.064
O  -6.8905  -2.1394  0.8222  0.005
C  1.2697  -1.4875  0.2485  -0.202
C  1.6852  3.0596  -5.1297  -0.705
N  1.4157  6.5712  -8.3803  0.156
H  2.5661  -0.6867  7.6022  0.111
O  -0.1178  5.4415  -7.1767  0.019
H  2.3768  -0.7285  9.3302  0.095
H  -6.0680  0.8326  0.2033  0.084
N  0.1668  -6.3102  -2.8329  0.163
H  0.6888  0.3000  5.1140  0.080
C  -0.2215  -1.6732  -0.4092  -0.008
H  1.8587  1.0853  -4.7499  0.102
H  5.9070  1.4995  0.3242  0.118
H  0.2675  -0.9375  10.2329  0.094
N  -1.9743  -4.3522  10.3136  0.159
C  6.1693  3.8759  -3.2109  -0.697
H  2.1215  4.1360  0.5201  0.088
C  0.3886  3.9906  -0.6228  -0.722
H  -7.5408  -2.8665  3.0905  0.115
N  -0.4710  -8.3892  -3.4605  0.144
N  1.9646  -0.7541  8.4129  0.150
C  3.6581  -1.6231  -0.7577  -0.145
C  -7.1143  -3.2899  1.1641  -0.706
N  7.4157  4.3267  -3.4412  0.147
H  -2.5985  -4.5835  12.7184  0.099
O  -1.8352  -2.1612  10.8202  0.011
H  -0.9752  -3.5743  -3.7748  0.104

Results
HOMO (eV): -8.515

=====

no.,DFT total energy (Eh),Kohn-Sham gap (eV)
1,-3286.90861,9.92
2,-2065.27866,6.06
3,-1998.70745,8.60
4,-3310.96036,7.63